(1)
CH19LiO9 | ωB97M-V/def2-TZVPD

Output
Max |F| ... 10.39 eV/Å
ΔE to the lowest compared entry with this formula, charge and spin ... 33.8 kcal per mole
Net charge ... 0
Energy ... -734.1128 Ha
E_HOMO ... -8.842 eV

CARTESIAN COORDINATES (ANGSTROEM)
Li 1.0143 -0.8127 -1.6709
C -1.0057 -0.2672 -0.3600
O 0.2946 -0.3867 0.2080
H -1.6254 0.0137 0.4811
H -1.0697 -1.2855 -0.7148
H -1.0521 0.3716 -1.1951
O -0.2614 -1.2186 -3.1089
H -0.9806 -0.5990 -3.4199
H -0.8283 -2.1141 -3.1348
O 0.3708 -3.0492 0.6470
H 1.2972 -3.1984 0.4913
H 0.2091 -2.1959 0.6774
O 1.4203 2.3208 0.0639
H 0.7741 2.8151 -0.1467
H 0.8176 1.5123 0.1357
O 2.2262 0.7457 2.5907
H 1.2586 0.6600 2.3522
H 2.3742 -0.0098 3.2308
O -2.4863 -2.3326 2.9734
H -1.6706 -2.3498 3.5676
H -2.3304 -1.7964 2.2596
O -0.8259 0.4006 2.7956
H -0.6702 -0.1552 3.5821
H -0.6415 0.0409 1.9263
O 1.9894 1.0393 -2.2603
H 1.6926 1.4174 -1.4716
H 2.0544 1.6028 -2.9475
O -0.8860 3.0613 -2.1461
H -0.4833 3.6101 -2.7330
H -0.9761 2.1595 -2.6731

---

(2)
CH20Fe2O13 | ωB97M-V/def2-TZVPD

Output
Max |F| ... 2.82 eV/Å
Net charge ... +2
Energy ... -3554.9827 Ha
Spin multiplicity ... 9
E_HOMO (spin up / spin down) ... -16.030 / -16.029 eV

CARTESIAN COORDINATES (ANGSTROEM)
Fe 0.1340 -0.3658 -3.5483
Fe -2.3381 -2.0831 -0.5141
C -0.0443 -0.0199 -0.4843
O -0.0115 0.8605 0.3746
O -0.5998 -1.1900 -0.1415
O 0.3467 0.2421 -1.7584
O -1.5431 -3.9289 -0.1353
H -1.8340 -4.5773 0.5284
H -0.8318 -4.3621 -0.6282
O 3.6111 0.6317 -1.8840
H 2.7368 0.5588 -2.2607
H 3.5290 1.2422 -1.1197
O 1.1898 -3.5051 1.1832
H 0.6201 -2.7490 0.9892
H 1.4048 -3.9131 0.3385
O 0.0837 3.2740 -1.6217
H -0.2344 3.6728 -0.8080
H 0.1247 2.3264 -1.4398
O 2.4205 2.2029 0.5940
H 1.5509 1.7851 0.4711
H 2.2622 3.0610 1.0010
O 1.8905 0.3827 -4.2732
H 1.9497 1.3313 -4.0258
H 2.2932 0.3372 -5.1609
O -2.7263 2.3553 0.6186
H -2.3878 3.2474 0.4991
H -2.0015 1.7545 0.4122
O -2.6966 -2.2013 1.5494
H -3.5275 -2.1815 2.0468
H -1.9776 -1.8399 2.1763
O -0.7747 -1.0624 2.8221
H -0.4599 -0.8155 1.9442
H -0.7917 -0.2113 3.2977
O -0.5896 1.6424 3.2210
H -0.4335 2.5646 3.4465
H -0.3439 1.5334 2.2900

---

(3)
CH20MnO12 | ωB97M-V/def2-TZVPD

Output
Max |F| ... 8.95 eV/Å
ΔE to the lowest compared entry with this formula, charge and spin ... 0.0 kcal per mole
Net charge ... +1
Energy ... -2103.6251 Ha
Spin multiplicity ... 7
E_HOMO (spin up / spin down) ... -9.540 / -13.024 eV

CARTESIAN COORDINATES (ANGSTROEM)
O -11.9574 -19.6155 -5.9579
H -11.2134 -19.0533 -6.1856
H -11.5468 -20.2555 -5.3718
H -12.5794 -19.1553 -5.3896
O -11.4627 -16.9413 -2.6288
H -12.3710 -17.1021 -2.8949
H -10.9114 -17.1823 -3.3769
H -11.3501 -15.9928 -2.5324
Mn -14.6686 -14.7782 -4.0206
C -14.3787 -17.3782 -4.4287
O -13.9537 -18.5287 -4.6962
O -14.0611 -16.8002 -3.4173
O -14.9204 -16.5166 -5.1973
O -16.2910 -14.9889 -2.7950
H -17.1496 -15.3448 -3.0236
H -16.4433 -14.4924 -1.9909
O -17.1696 -19.5778 -4.0227
H -16.9533 -18.8950 -4.6576
H -17.9220 -19.2305 -3.5437
O -17.5497 -17.6338 -6.2378
H -16.7801 -17.0878 -6.0770
H -17.2494 -18.2938 -6.8626
O -15.1748 -17.3547 -0.8471
H -14.8002 -18.2110 -0.6404
H -14.7911 -17.1227 -1.6928
O -14.7960 -20.6495 -3.0823
H -14.4875 -19.7973 -3.3902
H -15.7450 -20.6195 -3.2040
O -13.9272 -16.8311 -7.6905
H -14.3835 -17.5587 -8.1132
H -14.3456 -16.7509 -6.8334
O -15.0075 -19.4105 -7.0973
H -14.4974 -20.1454 -7.4378
H -14.7445 -19.3405 -6.1796